Below is 9 unconnected molecules or ions with the total composition C34H82O19P2, with properties calculated with the ωB97M-V functional and the def2-TZVPD basis.

## Properties
- Kohn-Sham gap (alpha / beta) (eV) = 8.98 / 2.95
- LUMO (alpha / beta) (hartree) = -0.086 / -0.307
- DFT total energy (eV) = -94050.1897
- E_HOMO (alpha / beta) (eV) = -11.31 / -11.31
- 2S+1 = 2
- total charge = +1

Each atom is followed by the atoms it is bonded to, with distances in Å.
Positions of all 137 atoms, in Å:
1 C -1.018 -7.158 3.798  O2 1.396, H9 1.090, H10 1.090, H11 1.090
2 O -1.920 -7.238 2.736  C1 1.396, P3 1.666
3 P -1.957 -6.307 1.356  O2 1.666, O4 1.484, O5 1.624, O7 1.631
4 O -0.755 -5.440 1.277  P3 1.484
5 O -2.204 -7.485 0.265  P3 1.624, C6 1.437
6 C -1.316 -8.604 0.113  O5 1.437, H12 1.090, H13 1.090, H14 1.090
7 O -3.411 -5.570 1.388  P3 1.631, C8 1.445
8 C -3.578 -4.266 0.787  O7 1.445, H15 1.090, H16 1.090, H17 1.090
9 H -1.431 -6.970 4.789  C1 1.090
10 H -0.295 -6.355 3.655  C1 1.090
11 H -0.608 -8.162 3.909  C1 1.090
12 H -0.458 -8.656 0.784  C6 1.090
13 H -0.823 -8.458 -0.849  C6 1.090
14 H -1.879 -9.537 0.097  C6 1.090
15 H -2.686 -3.645 0.872  C8 1.090
16 H -4.392 -3.788 1.331  C8 1.090
17 H -3.838 -4.402 -0.263  C8 1.090
18 C 2.794 -2.108 0.573  O19 1.447, H26 1.090, H27 1.090, H28 1.090
19 O 3.886 -1.160 0.508  C18 1.447, P20 1.606
20 P 5.286 -1.365 1.268  O19 1.606, O21 1.449, O22 1.662, O24 1.708
21 O 5.208 -1.888 2.618  P20 1.449
22 O 6.023 0.092 0.957  P20 1.662, C23 1.428
23 C 6.320 0.619 -0.336  O22 1.428, H29 1.090, H30 1.090, H31 1.090
24 O 5.979 -2.563 0.267  P20 1.708, C25 1.343
25 C 7.237 -2.914 0.581  O24 1.343, H32 1.090, H33 1.090, H34 1.090
26 H 2.040 -1.622 1.192  C18 1.090
27 H 3.083 -2.976 1.166  C18 1.090
28 H 2.134 -2.318 -0.269  C18 1.090
29 H 5.908 -0.098 -1.046  C23 1.090
30 H 7.342 0.521 -0.702  C23 1.090
31 H 6.059 1.674 -0.423  C23 1.090
32 H 7.802 -2.400 1.358  C25 1.090
33 H 7.790 -2.773 -0.348  C25 1.090
34 H 7.271 -3.963 0.876  C25 1.090
35 C -0.866 3.734 4.848  O36 1.391, H41 1.090, H42 1.090, H43 1.090
36 O -0.837 3.356 6.186  C35 1.391, C37 1.418
37 C -0.710 4.406 7.131  O36 1.418, C38 1.622, H44 1.090, H45 1.090
38 C -0.132 3.799 8.520  C37 1.622, O39 1.447, H46 1.090, H47 1.090
39 O 1.186 3.205 8.461  C38 1.447, C40 1.496
40 C 2.307 4.157 8.185  O39 1.496, H48 1.090, H49 1.090, H50 1.090
41 H 0.046 4.309 4.685  C35 1.090
42 H -1.692 4.441 4.778  C35 1.090
43 H -0.946 2.902 4.148  C35 1.090
44 H -1.630 4.983 7.217  C37 1.090
45 H 0.004 5.179 6.849  C37 1.090
46 H -0.890 3.036 8.698  C38 1.090
47 H 0.070 4.550 9.284  C38 1.090
48 H 2.538 4.794 9.039  C40 1.090
49 H 1.951 4.757 7.347  C40 1.090
50 H 3.221 3.613 7.948  C40 1.090
51 C -3.293 -0.634 -3.681  O52 1.419, H57 1.090, H58 1.090, H59 1.090
52 O -3.309 0.733 -4.058  C51 1.419, C53 1.434
53 C -2.553 1.134 -5.209  O52 1.434, C54 1.477, H60 1.090, H61 1.090
54 C -1.867 2.435 -5.081  C53 1.477, O55 1.483, H62 1.090, H63 1.090
55 O -2.798 3.585 -5.186  C54 1.483, C56 1.415
56 C -2.237 4.881 -5.108  O55 1.415, H64 1.090, H65 1.090, H66 1.090
57 H -2.291 -1.062 -3.641  C51 1.090
58 H -3.841 -1.288 -4.360  C51 1.090
59 H -3.884 -0.928 -2.813  C51 1.090
60 H -3.205 0.950 -6.063  C53 1.090
61 H -1.666 0.501 -5.180  C53 1.090
62 H -1.221 2.528 -5.954  C54 1.090
63 H -1.187 2.497 -4.231  C54 1.090
64 H -2.850 5.628 -5.614  C56 1.090
65 H -1.416 4.836 -5.823  C56 1.090
66 H -2.013 5.072 -4.059  C56 1.090
67 C -0.683 7.336 3.240  O68 1.456, H73 1.090, H74 1.090, H75 1.090
68 O -1.148 6.884 1.936  C67 1.456, C69 1.439
69 C -1.627 7.899 1.035  O68 1.439, C70 1.545, H76 1.090, H77 1.090
70 C -2.124 7.252 -0.276  C69 1.545, O71 1.443, H78 1.090, H79 1.090
71 O -1.119 6.478 -0.965  C70 1.443, C72 1.365
72 C -0.966 5.174 -0.593  O71 1.365, H80 1.090, H81 1.090, H82 1.090
73 H -1.531 7.531 3.896  C67 1.090
74 H -0.062 8.231 3.267  C67 1.090
75 H -0.112 6.515 3.673  C67 1.090
76 H -0.881 8.659 0.803  C69 1.090
77 H -2.449 8.309 1.623  C69 1.090
78 H -2.598 8.042 -0.858  C70 1.090
79 H -3.003 6.675 0.013  C70 1.090
80 H -0.268 5.100 0.241  C72 1.090
81 H -0.551 4.762 -1.512  C72 1.090
82 H -1.890 4.643 -0.362  C72 1.090
83 C -2.787 -2.513 -6.891  O84 1.434, H89 1.090, H90 1.090, H91 1.090
84 O -2.276 -1.260 -7.365  C83 1.434, C85 1.502
85 C -0.888 -1.464 -7.902  O84 1.502, C86 1.538, H92 1.090, H93 1.090
86 C 0.249 -1.700 -6.893  C85 1.538, O87 1.493, H94 1.090, H95 1.090
87 O 0.227 -0.929 -5.615  C86 1.493, C88 1.441
88 C 1.404 -1.216 -4.836  O87 1.441, H96 1.090, H97 1.090, H98 1.090
89 H -2.696 -3.311 -7.628  C83 1.090
90 H -3.833 -2.300 -6.672  C83 1.090
91 H -2.255 -2.737 -5.967  C83 1.090
92 H -0.579 -0.603 -8.496  C85 1.090
93 H -0.832 -2.260 -8.645  C85 1.090
94 H 1.166 -1.419 -7.412  C86 1.090
95 H 0.240 -2.708 -6.478  C86 1.090
96 H 1.241 -0.556 -3.983  C88 1.090
97 H 2.339 -0.849 -5.260  C88 1.090
98 H 1.310 -2.200 -4.377  C88 1.090
99 C 3.479 1.507 3.776  C100 1.528, C103 1.552, H104 1.090, H105 1.090
100 C 2.779 1.779 5.106  C99 1.528, C101 1.569, H106 1.090, H107 1.090
101 C 1.567 0.788 5.010  C100 1.569, O102 1.440, H108 1.090, H109 1.090
102 O 1.483 0.368 3.635  C101 1.440, C103 1.429
103 C 2.308 1.191 2.808  C99 1.552, O102 1.429, H110 1.090, H111 1.090
104 H 4.243 0.729 3.788  C99 1.090
105 H 3.864 2.450 3.388  C99 1.090
106 H 2.501 2.821 5.262  C100 1.090
107 H 3.350 1.355 5.933  C100 1.090
108 H 0.701 1.434 5.154  C101 1.090
109 H 1.566 0.034 5.798  C101 1.090
110 H 1.738 2.076 2.527  C103 1.090
111 H 2.665 0.756 1.874  C103 1.090
112 C -1.630 -5.023 -3.551  C113 1.486, C116 1.475, H117 1.090, H118 1.090
113 C -0.363 -4.291 -3.289  C112 1.486, C114 1.546, H119 1.090, H120 1.090
114 C -0.358 -4.349 -1.744  C113 1.546, O115 1.414, H121 1.090, H122 1.090
115 O -1.419 -5.236 -1.450  C114 1.414, C116 1.420
116 C -1.825 -6.067 -2.528  C112 1.475, O115 1.420, H123 1.090, H124 1.090
117 H -1.508 -5.384 -4.573  C112 1.090
118 H -2.410 -4.263 -3.527  C112 1.090
119 H -0.303 -3.300 -3.738  C113 1.090
120 H 0.494 -4.898 -3.581  C113 1.090
121 H -0.391 -3.273 -1.573  C114 1.090
122 H 0.558 -4.858 -1.443  C114 1.090
123 H -2.771 -6.470 -2.167  C116 1.090
124 H -1.320 -7.009 -2.742  C116 1.090
125 C -1.978 0.261 0.437  C126 1.490, C129 1.459, H130 1.090, H131 1.090
126 C -1.536 0.954 -0.806  C125 1.490, C127 1.496, H132 1.090, H133 1.090
127 C -0.111 0.542 -0.995  C126 1.496, O128 1.361, H134 1.090, H135 1.090
128 O 0.364 0.274 0.252  C127 1.361, C129 1.408
129 C -0.712 0.385 1.152  C125 1.459, O128 1.408, H136 1.090, H137 1.090
130 H -2.152 -0.803 0.276  C125 1.090
131 H -2.870 0.638 0.937  C125 1.090
132 H -1.583 1.974 -0.425  C126 1.090
133 H -2.104 0.967 -1.736  C126 1.090
134 H 0.697 1.108 -1.460  C127 1.090
135 H -0.290 -0.376 -1.554  C127 1.090
136 H -0.601 1.371 1.603  C129 1.090
137 H -0.719 -0.429 1.876  C129 1.090